Entry 1:
101
Properties=species:S:1:pos:R:3:forces:R:3:mulliken_charge:R:1 method="wB97M-V/def2-TZVPD" s2=0.77 e_lumo_ev="-2.68 / -4.18" e_above_lowest_kj_mol=124.3 multiplicity=2 total_charge=+1
Ir -0.46908 0.65527 -0.61248 0.025 0.605 0.334 2.236
C 0.88591 0.13892 1.11880 0.318 -0.105 -0.085 -1.548
C 1.96055 0.62139 0.22621 0.111 -0.163 0.199 0.744
C 1.68391 2.00324 -0.01771 -0.126 0.107 -0.047 0.362
C 0.78256 2.40510 1.00241 0.092 0.006 -0.096 -0.904
C 0.27666 1.26039 1.70541 -0.267 -0.110 -0.202 1.103
C -0.46464 1.27248 3.01858 0.024 -0.042 0.061 1.548
C -1.47700 0.13273 3.12906 -0.007 0.025 0.002 -1.480
C -1.14595 2.61453 3.28553 -0.023 -0.007 -0.019 -1.837
C 0.64067 1.06239 4.07676 -0.012 0.023 0.014 -1.661
C 2.20842 3.02108 -1.03785 -0.039 0.029 0.026 1.753
C 2.65861 2.37826 -2.35339 0.005 -0.013 0.015 -1.605
C 3.32045 3.88587 -0.42553 0.019 0.001 -0.009 -1.696
C 1.05174 3.96872 -1.41363 0.016 0.003 0.023 -1.809
C 3.24676 -0.19148 0.04221 -0.024 -0.050 0.011 2.221
C 3.29354 -1.04800 -1.22888 0.013 0.011 0.003 -1.142
C 3.37550 -1.13332 1.25556 0.013 -0.002 -0.053 -1.752
C 4.48048 0.72132 0.11011 -0.016 -0.021 -0.003 -1.967
H 0.85084 -0.86071 1.52485 -0.049 0.014 -0.042 0.764
H 0.45269 3.41674 1.17420 -0.015 -0.014 -0.016 0.467
H -2.34606 0.31612 2.50267 0.035 -0.004 0.050 0.155
H -1.81137 0.05112 4.16401 0.006 -0.004 0.007 0.530
H -1.04584 -0.82765 2.84142 -0.001 -0.001 0.005 0.257
H -1.90130 2.84454 2.53379 -0.002 -0.006 0.026 0.238
H -0.42575 3.43412 3.32485 0.002 0.007 -0.002 0.376
H -1.64884 2.57617 4.25220 0.008 -0.001 0.004 0.491
H 1.08264 0.06913 3.98773 0.003 -0.002 -0.006 0.289
H 0.20643 1.15677 5.07299 0.004 -0.008 0.003 0.459
H 1.43446 1.80630 3.98053 0.000 0.006 0.003 0.366
H 3.53540 1.74689 -2.26355 0.035 -0.039 0.049 0.166
H 2.89844 3.16712 -3.06792 0.019 0.001 0.008 0.583
H 1.85395 1.78428 -2.78822 -0.029 -0.005 -0.011 0.110
H 4.21290 3.31585 -0.18197 -0.016 0.017 0.003 0.228
H 2.97035 4.37447 0.48630 -0.001 -0.006 0.002 0.310
H 3.60227 4.66689 -1.13361 0.001 -0.001 -0.003 0.509
H 0.20693 3.42046 -1.83413 -0.015 -0.021 -0.007 0.209
H 1.40235 4.67258 -2.16922 0.003 0.001 0.007 0.570
H 0.70409 4.55760 -0.56370 -0.005 0.002 -0.013 0.347
H 2.50161 -1.79556 -1.21969 0.044 0.019 0.016 -0.352
H 4.25599 -1.56280 -1.25631 0.010 0.005 -0.006 0.677
H 3.20187 -0.44614 -2.13329 -0.018 -0.024 -0.012 0.150
H 2.61879 -1.91587 1.26372 0.089 0.056 0.008 0.017
H 3.33350 -0.57532 2.19436 0.002 -0.002 0.011 0.282
H 4.34858 -1.62381 1.20646 0.011 -0.012 0.002 0.490
H 4.60810 1.36158 -0.75457 -0.029 0.018 -0.056 0.264
H 5.36556 0.08752 0.17280 0.005 0.001 -0.002 0.564
H 4.45726 1.34285 1.00718 -0.004 0.010 -0.002 0.329
N -1.68362 2.17784 -0.11087 -0.112 -0.123 0.055 0.147
C -2.54436 2.91533 0.03980 0.045 0.145 -0.177 0.473
C -3.63026 3.82582 0.20772 -0.059 0.031 0.065 0.012
C -4.92876 3.36103 -0.00415 0.028 -0.062 -0.012 -0.357
C -5.98685 4.23481 0.16448 -0.038 0.022 0.003 -0.754
C -5.75013 5.55066 0.54078 0.038 -0.020 -0.003 -0.359
C -4.45385 6.00559 0.75150 -0.036 0.027 0.003 -0.730
C -3.38430 5.14620 0.58639 0.055 -0.035 -0.007 -0.271
H -5.09039 2.33177 -0.29593 -0.014 0.001 0.001 0.531
H -6.99882 3.89064 0.00293 0.003 -0.010 -0.002 0.420
H -6.58255 6.22877 0.67113 -0.005 0.002 0.001 0.414
H -4.28091 7.03205 1.04316 0.013 0.000 0.001 0.414
H -2.36905 5.48503 0.74393 -0.001 0.011 0.006 0.484
F -2.99129 -0.06452 0.47871 -0.052 -0.002 -0.097 -0.220
C -2.24528 -0.36506 -0.63282 -0.135 0.063 -0.094 -0.163
F -2.99427 0.08258 -1.69030 0.076 -0.060 0.053 -0.307
C -2.30413 -1.90745 -0.69741 0.030 -0.024 0.063 0.730
F -1.83641 -2.41630 0.43758 0.012 0.003 -0.041 -0.213
F -3.57332 -2.30110 -0.84436 0.022 0.011 0.043 -0.285
F -1.60973 -2.40004 -1.72585 -0.020 0.012 -0.019 -0.243
Cl 1.50060 -1.98422 -8.32460 -0.001 0.001 0.003 -0.187
C 1.07900 -1.45082 -6.73817 0.001 0.001 0.000 0.410
C 0.25231 -0.34446 -6.59171 -0.004 0.001 -0.009 -0.903
C -0.08227 0.08176 -5.32051 0.006 0.007 0.013 -0.530
C 0.40989 -0.59984 -4.21062 0.018 -0.046 0.032 0.015
C 1.23556 -1.71060 -4.36899 -0.010 0.006 -0.007 0.232
C 1.57448 -2.13925 -5.63817 0.002 -0.005 0.009 -1.272
C 0.06663 -0.14414 -2.86622 0.018 0.015 -0.206 0.117
O -0.63180 0.90529 -2.65650 -0.099 -0.020 -0.028 -1.030
O 0.46046 -0.74682 -1.81633 0.075 -0.126 0.172 0.368
H -0.12014 0.16724 -7.46750 -0.001 0.001 0.000 0.440
H -0.72693 0.93872 -5.17954 0.000 0.002 -0.004 0.507
H 1.60643 -2.22924 -3.49496 0.003 -0.006 -0.008 0.372
H 2.21516 -2.99690 -5.78626 0.000 -0.001 0.001 0.451
C 3.41401 -6.69402 0.89515 0.003 -0.009 0.004 -1.222
N 2.23180 -5.96863 1.34846 0.011 0.015 -0.006 0.125
C 2.18832 -5.74941 2.78410 0.005 0.001 0.007 -1.029
C 1.55218 -5.13842 0.51241 -0.057 0.018 -0.002 0.330
S 0.90346 -3.67987 1.03920 -0.088 -0.144 0.020 -0.346
N 1.40776 -5.57728 -0.76506 0.085 -0.001 -0.020 0.251
C 0.95296 -4.69973 -1.82689 -0.031 -0.008 0.002 -0.579
C 1.32135 -6.99508 -1.08985 -0.001 -0.001 -0.013 -1.205
H 4.26867 -6.38503 1.50071 -0.001 0.001 0.003 0.413
H 3.63237 -6.45623 -0.14177 0.000 -0.001 0.003 0.392
H 3.29500 -7.77438 0.99621 0.002 -0.001 0.001 0.332
H 2.47130 -6.67956 3.27671 0.003 0.001 0.000 0.367
H 1.18497 -5.46955 3.08921 0.002 -0.004 0.001 0.361
H 2.87758 -4.95726 3.09071 -0.003 0.003 0.000 0.328
H 1.02705 -3.66461 -1.50856 0.026 -0.001 -0.011 -0.530
H -0.09107 -4.90499 -2.07908 -0.009 0.024 0.014 0.352
H 1.56551 -4.86977 -2.71609 -0.013 -0.018 -0.009 0.435
H 1.25991 -7.58688 -0.18151 -0.002 -0.001 -0.003 0.397
H 2.17205 -7.33703 -1.68348 0.000 0.000 -0.002 0.319
H 0.41240 -7.16254 -1.67039 -0.003 0.002 0.000 0.380



Entry 2:
127
Properties=species:S:1:pos:R:3:forces:R:3:mulliken_charge:R:1 method="wB97M-V/def2-TZVPD" e_lumo_ev=0.25 e_above_lowest_kj_mol=120.3 smiles="FC(F)C(F)(F)COC(F)(F)C(F)F.FC(F)C(F)(F)COC(F)(F)C(F)F.C[C@H]1COC(=O)O1.C[C@H]1COC(=O)O1.C[C@H]1COC(=O)O1.C[C@H]1COC(=O)O1.C[C@H]1COC(=O)O1.C[C@H]1COC(=O)O1.C[C@H]1COC(=O)O1" total_charge=0
F 2.02042 2.95463 5.82733 0.009 -0.779 0.127 -0.299
C 2.84893 2.82519 4.76373 0.225 1.677 -0.138 0.008
F 3.95509 2.11431 5.06049 -0.566 -0.496 0.131 -0.222
C 2.06524 2.26816 3.55998 1.725 -0.401 -0.278 1.192
F 1.13625 3.18674 3.23655 -0.396 0.406 -0.041 -0.358
F 1.40673 1.14560 3.91215 -0.116 -0.379 0.040 -0.168
C 2.96894 1.96539 2.33584 0.186 -0.610 -0.275 -0.926
O 4.14051 2.79148 2.33398 -0.364 0.135 -0.897 -0.602
C 4.46311 3.36781 1.10255 0.655 -0.785 1.960 0.833
F 3.40691 4.07211 0.67725 0.007 0.226 -0.675 -0.278
F 5.46029 4.20577 1.41378 -0.018 0.145 -0.435 -0.296
C 4.94520 2.40107 -0.01332 -0.987 -0.314 -1.163 0.600
F 5.24262 3.20895 -1.07437 0.583 -0.057 0.294 -0.279
F 5.99499 1.63616 0.33727 0.075 0.769 0.294 -0.256
H 3.17963 3.84886 4.55862 0.014 -0.168 -0.400 0.291
H 2.37527 2.05985 1.42380 -0.164 0.438 0.090 0.708
H 3.31773 0.93290 2.27705 -0.298 -0.115 0.669 0.008
H 4.19204 1.71317 -0.42090 -0.293 0.157 0.651 -0.009
F -3.42967 1.59859 -3.70632 -0.472 -0.430 -0.156 -0.147
C -4.61896 2.03929 -3.19958 0.821 1.855 0.104 0.350
F -5.01087 3.10661 -3.96242 -0.063 -0.381 -0.072 -0.330
C -5.68187 0.96985 -3.24167 0.353 -1.277 -0.440 1.074
F -5.82668 0.51961 -4.52766 0.178 0.220 -0.089 -0.323
F -6.87881 1.45910 -2.87664 0.180 0.282 0.297 -0.294
C -5.31829 -0.26478 -2.43408 -1.587 -1.157 0.726 -0.979
O -5.23938 0.04450 -1.05278 0.582 0.176 0.853 -0.380
C -6.13739 -0.52263 -0.16877 0.021 -0.075 -1.938 0.691
F -7.39080 -0.35954 -0.65216 -0.348 0.256 0.440 -0.313
F -5.98912 -1.87202 -0.09910 0.292 0.471 0.377 -0.284
C -5.89336 0.17211 1.16624 1.662 -0.551 0.111 1.190
F -6.03504 1.50491 1.00979 -0.743 -0.035 0.260 -0.244
F -6.66098 -0.33746 2.14452 -0.673 0.385 -0.118 -0.302
H -4.37633 2.44614 -2.21466 -0.420 -0.441 0.200 -0.013
H -4.45469 -0.82365 -2.78876 0.406 0.557 0.066 0.238
H -6.15809 -0.95939 -2.53604 -0.036 0.121 -0.466 0.552
H -4.85612 -0.00855 1.45237 0.042 -0.044 -0.134 -0.601
C -0.40209 0.45790 -1.74008 0.074 -0.060 -1.064 -2.025
C -0.08926 -0.11670 -0.38418 -0.354 -0.358 -1.785 3.029
C -0.32847 -1.58695 -0.18234 -0.644 -0.152 0.446 -0.683
O 0.69818 -1.89019 0.78636 0.336 0.337 -0.602 0.189
C 1.70497 -0.98199 0.60467 0.508 -2.052 1.241 0.416
O 2.73932 -1.11195 1.20237 -0.057 0.685 -0.359 -0.689
O 1.37610 -0.04879 -0.26049 -0.823 0.900 0.573 -0.368
H 0.13792 -0.00113 -2.57484 0.654 -0.305 0.556 0.591
H -0.10467 1.50713 -1.74574 -0.394 0.106 -0.062 0.397
H -1.41237 0.30231 -2.11926 -0.358 0.409 0.816 -0.070
H -0.65958 0.38988 0.39630 0.727 0.612 0.167 -1.418
H -0.29242 -2.19022 -1.09007 0.430 -0.098 0.147 0.257
H -1.27345 -1.76416 0.32678 -0.104 -0.098 -0.326 0.030
C -1.77207 1.70922 4.08658 0.541 -0.161 0.353 -1.733
C -1.41205 0.54245 3.18629 0.013 0.224 0.512 2.108
C -0.99839 -0.69339 3.99187 0.277 1.099 1.209 -0.336
O -1.74805 -1.76735 3.45912 0.209 0.340 -0.574 -0.338
C -2.55902 -1.27147 2.47966 0.123 -0.749 0.419 0.443
O -3.17296 -1.97672 1.74564 -0.378 0.085 -0.099 -0.488
O -2.56961 0.06721 2.47171 0.390 0.075 -0.310 -0.272
H -0.91885 1.90030 4.74481 0.037 -0.043 -0.089 0.404
H -2.58349 1.41251 4.75169 -0.223 0.141 -0.196 0.469
H -1.96888 2.65481 3.58643 -0.252 -0.197 -0.260 0.167
H -0.61036 0.79345 2.49087 -0.311 0.170 -0.279 -0.676
H -1.24485 -0.50067 5.04111 -0.362 -0.450 -0.009 0.370
H 0.08429 -0.82116 4.00631 -0.124 -0.583 -0.560 0.138
C 4.33475 -1.17508 4.00933 -1.246 -0.672 -0.769 -0.806
C 4.56396 -1.66272 5.41226 0.472 1.260 0.191 0.455
C 6.01670 -1.56850 5.84187 0.843 -0.871 0.229 -0.558
O 6.01339 -0.83459 7.06618 -0.097 -0.008 -0.312 -0.354
C 4.77323 -0.35450 7.28408 -0.587 -0.116 0.434 0.642
O 4.44457 0.26482 8.24504 0.201 0.183 -0.132 -0.555
O 3.91670 -0.72317 6.30326 0.291 -0.134 0.139 -0.296
H 4.38192 -0.09773 3.88336 0.261 0.142 0.592 0.062
H 3.30947 -1.46377 3.76416 0.056 0.134 -0.389 -0.029
H 4.97289 -1.58530 3.22587 0.106 -0.383 0.301 0.504
H 4.14087 -2.63413 5.66714 0.001 -0.078 -0.463 0.386
H 6.69485 -1.11537 5.11785 -0.293 0.414 -0.007 0.297
H 6.42715 -2.56427 6.02679 -0.013 0.068 0.196 0.302
C 0.93502 -4.66660 3.14780 -0.659 0.211 -0.324 -1.053
C 0.43883 -5.48576 1.96441 0.123 -1.046 0.929 0.277
C -0.81712 -4.96653 1.23835 1.505 -0.446 0.678 0.241
O -0.29209 -4.76266 -0.05601 -1.516 1.311 -1.214 -0.352
C 1.01186 -4.99655 -0.19846 -0.203 -0.529 1.069 0.751
O 1.62248 -4.80566 -1.19841 0.235 -0.077 0.222 -0.541
O 1.45902 -5.53205 0.97232 0.579 0.231 -0.787 -0.406
H 1.28627 -3.70958 2.75701 0.024 0.073 0.179 0.087
H 1.72014 -5.14782 3.72588 0.087 -0.137 -0.222 0.401
H 0.08770 -4.49485 3.81704 0.056 0.107 0.046 0.333
H 0.23990 -6.51801 2.26830 0.258 0.017 0.093 0.290
H -1.13849 -4.07483 1.77867 -0.352 0.299 -0.737 -0.324
H -1.59322 -5.72331 1.17406 -0.168 0.165 0.070 0.379
C 0.10886 1.02871 -5.72457 0.381 0.147 0.139 -1.353
C 1.50427 0.39237 -5.87670 -2.809 0.304 -0.658 0.933
C 2.56561 1.27088 -6.51821 1.296 -1.415 0.982 -0.403
O 3.70616 0.93383 -5.67827 0.222 0.207 0.030 -0.378
C 3.34982 0.10614 -4.66863 0.242 -0.478 -0.310 0.546
O 4.09944 -0.47043 -3.95144 0.072 0.481 0.175 -0.530
O 2.00776 -0.05076 -4.64666 0.259 0.097 0.294 -0.186
H 0.04477 1.66645 -4.84132 0.260 0.229 -0.129 0.449
H -0.71079 0.32020 -5.60934 0.247 -0.301 -0.086 0.036
H -0.07994 1.61696 -6.62420 -0.143 0.104 0.077 0.426
H 1.34302 -0.47551 -6.52504 0.319 -0.157 0.107 -0.078
H 2.47483 2.35286 -6.51552 -0.385 -0.060 -0.140 0.320
H 2.79281 0.79400 -7.46958 -0.011 0.879 -0.395 0.272
C -1.06051 -2.51926 -7.10472 1.878 0.224 -1.517 -1.515
C -2.22441 -2.80426 -6.22360 0.489 -0.248 0.503 0.447
C -2.35518 -4.29787 -5.80915 -0.649 1.048 -0.503 -0.557
O -2.49058 -4.23530 -4.39234 0.141 -0.312 -0.390 -0.343
C -2.17476 -3.00797 -3.95379 -0.272 0.195 0.369 0.477
O -2.15023 -2.71689 -2.79988 0.158 0.311 -0.036 -0.413
O -1.95306 -2.15692 -4.98027 -0.003 -0.070 0.842 -0.179
H -0.09611 -2.92787 -6.78041 -0.437 -0.546 0.708 0.370
H -0.74100 -1.47956 -7.21232 -0.932 0.294 0.118 0.261
H -1.10636 -2.90298 -8.12770 -0.651 -0.039 0.046 0.474
H -3.17834 -2.39154 -6.55694 0.133 -0.120 -0.366 0.332
H -1.49022 -4.88844 -6.10133 -0.022 -0.091 0.112 0.326
H -3.28411 -4.65728 -6.24734 0.157 -0.541 0.149 0.330
C 0.61661 5.08258 0.78316 0.104 0.537 -0.168 -1.011
C -0.85185 4.76734 1.02186 0.404 0.645 -0.410 0.494
C -1.73860 5.49058 -0.01096 1.255 0.295 0.094 -0.670
O -2.32555 4.43030 -0.74217 -0.470 0.623 -0.435 -0.380
C -1.98305 3.23231 -0.24142 -0.877 0.573 0.893 -0.171
O -2.56395 2.23484 -0.53156 0.748 -0.291 -0.044 -0.127
O -1.03472 3.38937 0.71650 -0.563 -0.968 -0.138 0.391
H 1.33658 4.39359 1.20172 -0.402 -0.169 0.360 -0.325
H 0.90150 6.08542 1.11010 -0.217 0.006 0.137 0.408
H 0.78360 5.07293 -0.29699 -0.014 -0.095 -0.030 0.483
H -1.27136 5.00520 2.00020 0.548 -0.442 0.308 0.273
H -1.07482 6.08955 -0.63484 -0.247 -0.119 -0.458 0.358
H -2.43025 6.19974 0.43982 -0.575 -0.511 -0.079 0.340